(1)
ORCA calculation (ωB97M-V with the def2-TZVPD basis set) on a structure of composition C21H30CdN5O7PS in a non-equilibrium geometry.

Last column: Mulliken charge in e.
CARTESIAN COORDINATES (ANGSTROEM)
Cd (0.475, -1.674, 1.383)  0.904
O (3.266, -3.059, 2.816)  -0.677
C (3.120, -2.504, 1.723)  -0.145
O (2.275, -2.797, 0.789)  -0.910
C (4.039, -1.372, 1.406)  0.478
C (5.380, -1.525, 1.360)  -0.347
C (6.248, -0.463, 1.032)  -0.483
C (5.753, 0.767, 0.729)  -0.055
C (4.372, 0.969, 0.748)  -0.238
C (3.419, -0.074, 1.138)  0.740
O (2.175, 0.086, 1.296)  -0.652
N (3.949, 2.314, 0.438)  0.936
O (4.734, 3.106, -0.060)  -0.718
O (2.795, 2.601, 0.659)  -0.569
N (7.682, -0.598, 1.019)  1.028
O (8.197, -1.681, 1.217)  -0.686
O (8.357, 0.394, 0.805)  -0.676
H (5.789, -2.518, 1.557)  0.474
H (6.424, 1.579, 0.459)  0.593
C (-0.578, 1.813, 1.327)  -2.133
C (-1.841, 1.730, 0.441)  2.499
C (-3.044, 1.648, 1.405)  -2.174
C (-1.953, 3.035, -0.361)  -1.891
P (-1.682, 0.089, -0.564)  1.532
N (-1.229, -1.089, 0.280)  -1.004
C (-3.431, -0.254, -1.315)  2.207
C (-4.214, 0.955, -1.843)  -1.915
C (-3.358, -1.326, -2.434)  -2.112
C (-4.252, -0.880, -0.185)  -1.830
C (-0.546, 0.500, -2.059)  2.614
C (-0.057, -0.864, -2.594)  -1.853
C (-1.211, 1.257, -3.199)  -2.142
C (0.687, 1.280, -1.667)  -2.169
H (-0.589, 2.699, 1.948)  0.513
H (0.358, 1.839, 0.784)  0.440
H (-0.555, 0.952, 2.006)  0.145
H (-3.011, 2.453, 2.140)  0.577
H (-3.047, 0.679, 1.935)  0.304
H (-4.013, 1.816, 0.897)  0.336
H (-2.231, 3.868, 0.279)  0.523
H (-2.741, 2.996, -1.120)  0.225
H (-1.029, 3.308, -0.872)  0.262
H (-3.677, 1.477, -2.616)  0.297
H (-4.492, 1.650, -1.061)  0.242
H (-5.169, 0.602, -2.278)  0.505
H (-2.943, -0.967, -3.372)  0.311
H (-4.380, -1.668, -2.661)  0.597
H (-2.807, -2.193, -2.073)  0.366
H (-4.451, -0.175, 0.612)  0.308
H (-3.701, -1.715, 0.278)  0.276
H (-5.225, -1.211, -0.593)  0.532
H (-0.884, -1.537, -2.783)  0.275
H (0.638, -1.303, -1.908)  0.196
H (0.496, -0.662, -3.518)  0.565
H (-2.035, 0.750, -3.660)  0.361
H (-0.499, 1.492, -3.997)  0.522
H (-1.574, 2.241, -2.867)  0.269
H (1.249, 0.838, -0.847)  0.177
H (0.493, 2.326, -1.410)  0.144
H (1.362, 1.307, -2.524)  0.664
N (-1.838, -3.118, 2.794)  -0.861
C (-0.581, -2.985, 2.882)  0.224
H (-2.279, -2.477, 2.113)  0.377
S (0.275, -4.062, 4.033)  -0.042
C (-1.026, -4.965, 4.669)  0.305
N (-1.839, -5.697, 5.046)  -0.560

Calculated values
energy relative to the best compared isomer or geometry (same formula, charge and spin)	72.3	kJ/mol
net charge	-2
HOMO energy	-0.0931	hartree
LUMO energy	4.13	eV

***

(2)
ORCA calculation (ωB97M-V with the def2-TZVPD basis set) on a structure of composition HgIO4P in a non-equilibrium geometry.

Last column: Mulliken charge in e.
CARTESIAN COORDINATES (ANGSTROEM)
Hg (-3.193, -0.015, -1.913)  -0.049
P (0.834, -0.252, 1.060)  0.952
O (1.737, 0.985, 0.996)  -0.443
O (0.730, -0.025, 2.520)  -0.335
O (1.236, -1.717, 0.981)  -0.687
O (-0.680, 0.160, 0.754)  -0.495
I (-0.664, 0.864, -4.397)  -0.942

Calculated values
energy relative to the best compared isomer or geometry (same formula, charge and spin)	151.0	kJ/mol
net charge	-2
HOMO energy	-0.0400	hartree
LUMO energy	3.13	eV

***

(3)
ORCA calculation (ωB97M-V with the def2-TZVPD basis set) on a cluster of 2 separate species, C4H9N2O2 in total in a non-equilibrium geometry.

Last column: Mulliken charge in e.
CARTESIAN COORDINATES (ANGSTROEM)
C (3.112, 0.195, 0.687)  0.303
C (-0.845, 0.100, -0.148)  0.391
C (-2.091, 2.275, -0.222)  -0.629
C (-1.375, -2.254, -0.101)  -0.849
N (-1.451, 1.094, -0.026)  0.098
N (-0.400, -1.080, -0.295)  -0.220
O (4.339, 0.073, 0.292)  -0.409
O (2.134, 0.163, -0.038)  -0.635
H (3.035, 0.025, 1.804)  0.310
H (-1.977, 2.601, -1.238)  0.331
H (-3.271, 2.070, -0.084)  0.279
H (-1.768, 3.114, 0.394)  0.279
H (-0.751, -3.101, 0.165)  0.333
H (-1.981, -2.415, -1.017)  0.297
H (-2.084, -2.064, 0.689)  0.346
H (4.669, 0.384, -0.588)  0.382
H (0.706, -1.180, -0.275)  0.395

Calculated values
energy relative to the best compared isomer or geometry (same formula, charge and spin)	198.9	kJ/mol
net charge	+1
HOMO energy	-0.5361	hartree
LUMO energy	-3.22	eV

***

(4)
ORCA calculation (ωB97M-V with the def2-TZVPD basis set) on the molecule C28H30N4O6 in a non-equilibrium geometry.

Last column: Mulliken charge in e.
CARTESIAN COORDINATES (ANGSTROEM)
C (-3.777, -4.104, 1.379)  -1.462
C (-2.454, -3.561, 0.876)  0.713
O (-1.483, -4.255, 0.685)  -0.615
N (-2.496, -2.211, 0.676)  0.211
C (-1.519, -1.372, 0.136)  0.792
C (-0.253, -1.824, -0.229)  -0.901
C (0.644, -0.956, -0.820)  -0.404
C (0.297, 0.371, -1.045)  -0.061
N (1.208, 1.244, -1.696)  0.471
C (1.048, 1.690, -2.968)  0.979
O (1.864, 2.416, -3.498)  -0.663
C (-0.200, 1.239, -3.729)  -1.086
N (-0.511, -0.161, -3.605)  -0.101
C (-1.737, -0.596, -3.227)  0.254
O (-2.680, 0.149, -3.031)  -0.685
C (-1.829, -2.049, -3.037)  0.753
C (-2.899, -2.812, -2.645)  -0.610
C (-2.424, -4.135, -2.539)  -0.355
C (-1.104, -4.085, -2.871)  -0.677
O (-0.734, -2.835, -3.177)  -0.402
C (2.472, 1.599, -1.051)  0.136
C (2.700, 0.847, 0.271)  -0.367
O (3.592, 0.035, 0.394)  -0.696
N (1.903, 1.239, 1.283)  0.251
C (1.959, 0.619, 2.583)  -1.683
C (0.815, -0.383, 2.780)  1.373
C (0.828, -1.047, 4.172)  -0.822
C (-0.401, -0.453, 4.863)  -0.651
C (-1.296, -0.144, 3.666)  -0.355
O (-0.422, 0.316, 2.660)  -0.399
C (2.582, 3.082, -0.777)  0.506
C (1.465, 3.864, -0.518)  0.304
C (1.604, 5.212, -0.237)  -1.017
C (2.860, 5.790, -0.202)  -0.419
C (3.979, 5.014, -0.454)  -0.795
C (3.841, 3.669, -0.741)  -0.509
C (-0.946, 0.834, -0.630)  -1.122
C (-1.847, -0.032, -0.049)  -0.911
H (-3.677, -5.169, 1.564)  0.373
H (-4.070, -3.605, 2.300)  0.368
H (-4.551, -3.942, 0.631)  0.327
H (-3.377, -1.749, 0.858)  0.268
H (0.012, -2.856, -0.071)  0.530
H (1.618, -1.313, -1.118)  0.442
H (-0.029, 1.509, -4.778)  0.367
H (-1.079, 1.787, -3.373)  0.351
H (0.219, -0.835, -3.775)  0.258
H (-3.891, -2.450, -2.467)  0.595
H (-2.980, -5.004, -2.251)  0.553
H (-0.352, -4.847, -2.920)  0.513
H (3.289, 1.311, -1.726)  0.644
H (1.103, 1.824, 1.099)  0.218
H (1.898, 1.398, 3.348)  0.320
H (2.917, 0.099, 2.651)  0.471
H (0.873, -1.138, 1.984)  -0.157
H (0.726, -2.127, 4.072)  0.338
H (1.750, -0.833, 4.707)  0.394
H (-0.141, 0.471, 5.380)  0.269
H (-0.865, -1.137, 5.568)  0.399
H (-1.812, -1.057, 3.330)  0.037
H (-2.033, 0.639, 3.851)  0.378
H (0.477, 3.430, -0.558)  0.250
H (0.726, 5.812, -0.048)  0.426
H (2.967, 6.843, 0.016)  0.399
H (4.962, 5.460, -0.433)  0.407
H (4.713, 3.066, -0.943)  0.476
H (-1.224, 1.865, -0.789)  0.332
H (-2.819, 0.331, 0.246)  0.481

Calculated values
energy relative to the best compared isomer or geometry (same formula, charge and spin)	52.9	kJ/mol
net charge	0
SMILES	CC(=O)Nc1ccc(N(C(=O)CNC(=O)c2ccco2)[C@H](C(=O)NC[C@H]2CCCO2)c2ccccc2)cc1
HOMO energy	-0.3055	hartree
LUMO energy	0.43	eV

***

(5)
ORCA calculation (ωB97M-V with the def2-TZVPD basis set) on a cluster of 2 separate species, C3H12N2O in total in a non-equilibrium geometry.

Last column: Mulliken charge in e.
CARTESIAN COORDINATES (ANGSTROEM)
C (1.362, 0.294, 1.538)  -0.848
N (0.053, 0.333, 0.822)  -0.435
C (0.406, 0.611, -0.615)  -0.618
C (-0.832, 0.969, -1.245)  -0.672
N (-1.913, -0.013, -0.872)  -0.653
H (1.240, 0.748, 2.590)  0.313
H (2.452, 0.592, 1.082)  0.247
H (1.496, -0.755, 1.903)  0.285
H (-0.320, 1.338, 1.083)  0.310
H (1.034, 1.461, -0.803)  0.453
H (0.858, -0.265, -1.098)  0.372
H (-1.153, 2.060, -0.952)  0.238
H (-0.863, 0.971, -2.322)  0.423
H (-1.951, -0.653, -1.694)  0.255
H (-1.708, -0.553, 0.034)  0.375
O (-0.371, -2.261, 0.362)  -0.596
H (0.296, -1.668, -0.040)  0.260
H (-0.085, -3.210, 0.228)  0.294

Calculated values
energy relative to the best compared isomer or geometry (same formula, charge and spin)	211.7	kJ/mol
net charge	0
SMILES	CNCCN.O
HOMO energy	-0.3199	hartree
LUMO energy	0.86	eV

***

(6)
ORCA calculation (ωB97M-V with the def2-TZVPD basis set) on a structure of composition C14H20AuCl2N2O2Te.

Last column: Mulliken charge in e.
CARTESIAN COORDINATES (ANGSTROEM)
Au (0.182, -1.010, -0.541)  0.366
Cl (-1.073, 0.179, 2.612)  -0.105
C (0.265, 1.257, 2.947)  -0.056
Cl (0.766, 1.249, 4.661)  -0.217
H (-0.034, 2.264, 2.696)  0.266
H (1.106, 0.935, 2.346)  0.093
C (1.845, 3.130, -2.310)  -0.929
N (2.539, 1.843, -2.275)  -0.061
C (2.554, 1.115, -3.546)  -0.878
C (2.402, 1.090, -1.183)  0.719
N (2.336, 0.447, -0.221)  -0.749
H (2.424, 3.816, -2.929)  0.308
H (1.766, 3.529, -1.303)  0.374
H (0.844, 3.019, -2.727)  0.287
H (3.008, 1.754, -4.304)  0.279
H (1.538, 0.843, -3.842)  0.322
H (3.152, 0.213, -3.439)  0.334
C (4.064, -7.505, -0.327)  -1.393
C (2.959, -6.491, -0.162)  0.586
C (2.584, -5.653, -1.198)  -1.032
C (1.556, -4.717, -1.066)  1.305
C (1.215, -3.858, -2.254)  -1.543
C (0.875, -4.600, 0.158)  -0.494
Te (-0.724, -3.221, 0.432)  -0.127
C (1.250, -5.450, 1.221)  1.510
C (0.572, -5.390, 2.568)  -1.718
C (2.275, -6.374, 1.042)  -0.958
H (4.562, -7.389, -1.290)  0.336
H (3.676, -8.525, -0.270)  0.298
H (4.816, -7.400, 0.459)  0.327
H (3.104, -5.723, -2.150)  0.188
H (1.760, -4.190, -3.140)  0.344
H (1.454, -2.809, -2.060)  0.166
H (0.142, -3.884, -2.457)  0.388
H (0.605, -4.378, 2.975)  0.372
H (1.053, -6.074, 3.270)  0.342
H (-0.484, -5.658, 2.493)  0.345
H (2.552, -7.018, 1.872)  0.250
O (-0.260, 0.527, -2.563)  -0.666
C (-0.929, 1.309, -1.833)  -0.096
O (-0.996, 1.289, -0.588)  -0.583
H (-1.503, 2.099, -2.354)  0.498

Calculated values
energy relative to the best compared isomer or geometry (same formula, charge and spin)	0.0	kJ/mol
net charge	-1
HOMO energy	-0.1362	hartree
LUMO energy	2.87	eV